(1)
Computed, not measured: a 4-piece molecular cluster, C2H10O5 overall, with wB97M-V/def2-TZVPD.

Computed properties:
energy relative to the best compared isomer or geometry (same formula, charge and spin): 77.1 kJ/mol
maximum force: 2.35 eV/Å
DFT total energy: -458.41255 hartree
SMILES: CC(=O)O.O.O.O
lowest unoccupied orbital energy: 0.21 eV
HOMO level: -0.401 Eh
HOMO-LUMO gap: 11.11 eV
total charge: 0
spin multiplicity: 1

Last column: natural (NBO) charge in e.
Geometry (Å):
O: -0.808 1.016 0.181  -0.640
C: -1.679 0.417 0.768  0.806
O: -2.895 0.213 0.253  -0.672
C: -1.409 -0.208 2.136  -0.719
H: -2.944 0.627 -0.620  0.494
H: -0.729 0.448 2.643  0.248
H: -0.923 -1.122 1.727  0.246
H: -2.283 -0.525 2.690  0.237
H: 1.996 0.939 -1.035  0.503
H: 1.636 -0.203 -0.011  0.467
O: 2.346 0.243 -0.467  -0.978
H: 2.247 -2.111 -1.271  0.493
H: 2.461 -2.376 0.300  0.474
O: 2.243 -2.753 -0.547  -0.966
H: -0.212 1.176 -2.087  0.483
H: 0.371 2.583 -2.300  0.477
O: 0.583 1.636 -2.362  -0.953


(2)
Computed, not measured: C14H19F8HgNO2 as an isolated structure, with wB97M-V/def2-TZVPD.

Computed properties:
maximum force: 2.66 eV/Å
DFT total energy: -1701.60074 hartree
lowest unoccupied orbital energy: -12.95 eV
HOMO level: -0.572 Eh
HOMO-LUMO gap: 2.62 eV
total charge: +2
spin multiplicity: 1

Last column: natural (NBO) charge in e.
Geometry (Å):
C: 4.595 1.247 0.309  -0.617
C: 4.332 -0.261 0.590  -0.073
O: 3.008 -0.555 0.199  -0.383
C: 2.864 -1.630 -0.702  -0.082
C: 1.395 -2.038 -0.668  -0.409
C: 0.517 -1.206 -1.612  -0.404
C: -0.953 -1.293 -1.177  -0.406
C: -1.773 0.000 -1.369  -0.407
C: -1.913 0.858 -0.107  -0.276
C: -2.928 0.455 0.964  0.667
F: -4.139 0.900 0.603  -0.272
F: -2.610 1.051 2.159  -0.360
C: -3.196 -1.037 1.334  0.563
F: -3.567 -1.827 0.324  -0.267
F: -4.244 -0.987 2.182  -0.274
C: -2.014 -1.701 2.119  0.917
F: -0.888 -0.905 2.004  -0.370
F: -1.681 -2.906 1.680  -0.257
F: -2.304 -1.802 3.426  -0.291
C: -0.505 1.281 0.336  0.796
O: 0.092 1.079 1.368  -0.565
N: 0.076 2.102 -0.651  -0.650
C: -1.068 2.923 -1.151  -0.277
C: -2.378 2.267 -0.589  0.217
F: -2.739 3.085 0.439  -0.333
H: 3.659 1.706 0.026  0.224
H: 5.328 1.338 -0.480  0.245
H: 4.940 1.704 1.223  0.232
H: 4.433 -0.469 1.658  0.221
H: 5.028 -0.897 0.060  0.202
H: 3.490 -2.463 -0.393  0.216
H: 3.113 -1.307 -1.717  0.221
H: 1.248 -3.102 -0.816  0.242
H: 1.056 -1.811 0.339  0.193
H: 0.909 -0.194 -1.612  0.175
H: 0.620 -1.626 -2.604  0.239
H: -1.022 -1.662 -0.164  0.180
H: -1.426 -2.046 -1.794  0.250
H: -2.776 -0.297 -1.657  0.260
H: -1.376 0.547 -2.213  0.239
H: 0.429 1.625 -1.471  0.419
H: -0.965 3.851 -0.603  0.245
H: -1.048 3.182 -2.199  0.246
H: -3.076 2.238 -1.414  0.220
Hg: -0.543 0.583 3.819  1.343


(3)
Computed, not measured: one molecule with the formula C6H10O, with wB97M-V/def2-TZVPD.

Computed properties:
energy relative to the best compared isomer or geometry (same formula, charge and spin): 407.2 kJ/mol
maximum force: 0.31 eV/Å
DFT total energy: -309.68727 hartree
lowest unoccupied orbital energy: -0.06 eV
HOMO level: -0.309 Eh
HOMO-LUMO gap: 8.35 eV
total charge: 0
spin multiplicity: 1

Last column: natural (NBO) charge in e.
Geometry (Å):
C: -1.142 1.140 -0.998  -0.623
C: -0.826 -0.270 -0.530  -0.188
C: 0.480 -0.931 -1.029  -0.557
C: 0.766 -1.402 0.283  0.229
O: 1.848 0.470 0.556  -0.755
C: 0.758 0.585 1.395  -0.045
C: -0.249 -0.498 0.909  -0.327
H: -1.995 1.558 -0.453  0.212
H: -1.395 1.137 -2.064  0.214
H: -0.286 1.809 -0.860  0.220
H: -1.690 -0.925 -0.692  0.204
H: 0.676 -1.443 -1.969  0.241
H: 1.254 -0.029 -0.790  0.405
H: 1.378 -2.208 0.678  0.223
H: 0.332 1.603 1.460  0.156
H: 1.015 0.281 2.424  0.161
H: -0.926 -0.875 1.681  0.230


(4)
Computed, not measured: one molecule with the formula C22H31N3O2, with wB97M-V/def2-TZVPD.

Computed properties:
energy relative to the best compared isomer or geometry (same formula, charge and spin): 162.2 kJ/mol
maximum force: 0.07 eV/Å
DFT total energy: -1171.66671 hartree
SMILES: Cc1cc(C(=O)N2CCN(C(=O)C3=CCC3)[C@H]3CCCC[C@@H]3C2)c(C)n1C
lowest unoccupied orbital energy: 0.78 eV
HOMO level: -0.286 Eh
HOMO-LUMO gap: 8.57 eV
total charge: 0
spin multiplicity: 1

Last column: natural (NBO) charge in e.
Geometry (Å):
C: 0.742 0.900 -5.222  -0.642
C: 0.380 0.240 -3.936  0.134
C: -0.674 0.469 -3.098  -0.298
C: -0.580 -0.461 -2.018  -0.188
C: -1.501 -0.668 -0.878  0.685
O: -1.872 -1.792 -0.562  -0.648
N: -1.932 0.446 -0.195  -0.450
C: -2.837 0.250 0.923  -0.242
C: -2.169 0.495 2.295  -0.222
N: -0.726 0.280 2.282  -0.451
C: -0.210 -0.973 2.079  0.666
O: 0.893 -1.166 1.588  -0.626
C: -1.000 -2.151 2.519  -0.089
C: -1.764 -2.472 3.567  -0.148
C: -1.869 -3.931 3.184  -0.421
C: -0.957 -3.559 1.970  -0.410
C: 0.075 1.464 1.921  -0.010
C: 1.445 1.503 2.592  -0.408
C: 2.124 2.840 2.309  -0.395
C: 2.255 3.069 0.806  -0.397
C: 0.891 3.008 0.127  -0.385
C: 0.165 1.693 0.410  -0.257
C: -1.215 1.717 -0.249  -0.212
C: 0.536 -1.235 -2.241  0.199
C: 1.120 -2.352 -1.447  -0.660
N: 1.123 -0.788 -3.396  -0.332
C: 2.308 -1.368 -3.988  -0.405
H: -0.005 1.655 -5.458  0.231
H: 1.713 1.399 -5.173  0.213
H: 0.774 0.192 -6.054  0.216
H: -1.455 1.192 -3.268  0.218
H: -3.694 0.923 0.820  0.194
H: -3.193 -0.774 0.862  0.249
H: -2.326 1.525 2.614  0.198
H: -2.646 -0.139 3.037  0.222
H: -2.141 -1.912 4.414  0.198
H: -1.424 -4.632 3.892  0.206
H: -2.869 -4.277 2.922  0.207
H: -1.407 -3.678 0.987  0.235
H: 0.032 -4.018 1.989  0.213
H: -0.490 2.310 2.333  0.186
H: 1.318 1.348 3.667  0.209
H: 2.063 0.689 2.216  0.235
H: 1.539 3.656 2.749  0.187
H: 3.106 2.866 2.785  0.212
H: 2.732 4.031 0.604  0.207
H: 2.903 2.296 0.381  0.198
H: 0.272 3.841 0.486  0.187
H: 0.992 3.136 -0.954  0.212
H: 0.738 0.868 -0.027  0.234
H: -1.106 2.042 -1.280  0.222
H: -1.847 2.462 0.247  0.194
H: 0.480 -2.570 -0.598  0.269
H: 1.215 -3.257 -2.052  0.213
H: 2.108 -2.094 -1.058  0.220
H: 3.026 -1.622 -3.211  0.215
H: 2.070 -2.272 -4.553  0.202
H: 2.770 -0.649 -4.660  0.213


(5)
Computed, not measured: C17H34N3Si4TeTl as an isolated structure, with wB97M-V/def2-TZVPD.

Computed properties:
energy relative to the best compared isomer or geometry (same formula, charge and spin): 54.8 kJ/mol
maximum force: 3.35 eV/Å
DFT total energy: -2430.95660 hartree
lowest unoccupied orbital energy: -0.72 eV
HOMO level: -0.241 Eh
HOMO-LUMO gap: 5.85 eV
total charge: 0
spin multiplicity: 1

Last column: natural (NBO) charge in e.
Geometry (Å):
Tl: 2.164 1.979 -0.395  0.677
C: 2.870 0.894 4.711  -0.721
C: 2.541 0.887 3.278  0.373
N: 2.490 0.980 2.119  -0.410
H: 2.765 -0.071 5.140  0.262
H: 2.283 1.619 5.244  0.263
H: 3.954 1.209 4.853  0.263
N: 9.931 -0.129 -1.774  -0.269
C: 8.787 -0.193 -1.561  0.255
C: 7.391 -0.200 -1.394  -0.129
C: 6.930 -0.002 -0.063  -0.199
C: 5.561 0.243 0.085  0.041
N: 4.679 0.124 -0.948  -0.417
C: 5.159 0.004 -2.193  0.040
C: 6.480 -0.230 -2.503  -0.204
H: 7.637 0.078 0.755  0.237
H: 5.141 0.431 1.061  0.206
H: 4.400 0.112 -2.966  0.214
H: 6.796 -0.316 -3.580  0.250
C: -1.825 3.097 -1.403  -1.078
Si: -2.595 1.368 -1.893  1.283
C: -4.427 1.468 -1.648  -1.138
C: -2.125 1.147 -3.703  -1.114
Si: -1.598 -0.234 -0.464  -0.213
Te: 0.656 -0.669 -1.348  -0.713
Si: -2.712 -2.275 -0.707  1.280
C: -2.554 -2.852 -2.458  -1.128
C: -4.541 -2.241 -0.212  -1.109
C: -1.757 -3.626 0.184  -1.097
Si: -1.641 0.320 1.802  1.284
C: -3.406 0.432 2.246  -1.138
C: -0.753 -1.012 2.890  -1.087
C: -0.912 2.059 2.100  -1.087
H: -2.065 3.927 -2.112  0.230
H: -0.740 3.078 -1.222  0.215
H: -2.203 3.338 -0.387  0.218
H: -4.765 0.491 -1.239  0.235
H: -4.947 1.736 -2.597  0.242
H: -4.701 2.247 -0.917  0.242
H: -2.538 2.014 -4.237  0.228
H: -2.457 0.206 -4.190  0.240
H: -1.032 1.133 -3.855  0.255
H: -3.392 -2.466 -2.991  0.228
H: -2.461 -3.934 -2.562  0.236
H: -1.635 -2.490 -2.946  0.255
H: -5.124 -1.324 -0.482  0.238
H: -4.649 -2.269 0.916  0.232
H: -4.988 -3.156 -0.565  0.236
H: -0.704 -3.643 -0.066  0.254
H: -2.320 -4.502 -0.229  0.222
H: -1.851 -3.664 1.244  0.220
H: -4.012 -0.444 1.995  0.242
H: -3.894 1.305 1.886  0.241
H: -3.363 0.471 3.353  0.228
H: -1.196 -2.001 2.743  0.244
H: -0.830 -0.715 3.957  0.220
H: 0.349 -0.945 2.608  0.243
H: -1.032 2.251 3.150  0.222
H: -1.352 2.918 1.626  0.241
H: 0.135 2.039 1.864  0.218


(6)
Computed, not measured: a 9-piece molecular cluster, C22H49ClN17O9S overall, with wB97M-V/def2-TZVPD.

Computed properties:
maximum force: 10.03 eV/Å
DFT total energy: -3333.71691 hartree
lowest unoccupied orbital energy: -4.16 eV
HOMO level: -0.391 Eh
HOMO-LUMO gap: 6.49 eV
total charge: +1
spin multiplicity: 1

Last column: Mulliken charge in e.
Geometry (Å):
O: -3.432 3.258 -2.039  -0.606
C: -3.276 2.946 -0.723  0.285
Cl: -4.620 3.329 0.535  -0.116
C: -1.836 2.224 -0.315  0.030
C: -0.749 3.254 0.361  0.197
C: 0.454 2.454 1.138  -0.542
C: 1.888 2.412 0.342  -0.116
C: 2.914 3.661 0.762  -0.607
C: 3.038 4.817 -0.403  0.458
C: 3.150 6.387 0.137  -0.606
C: 3.230 7.538 -1.067  -0.394
C: 3.217 7.195 -2.678  -0.353
C: 3.134 5.632 -3.193  -0.410
C: 3.055 4.471 -2.022  -0.304
C: -0.402 4.518 -0.624  -0.537
N: -0.096 5.805 0.111  0.007
C: -0.549 5.958 1.425  -0.030
S: -1.434 4.335 1.780  -0.088
H: -1.402 1.778 -1.324  0.127
H: -2.086 1.375 0.481  0.330
H: 0.097 1.328 1.296  -0.060
H: 0.590 2.929 2.201  0.560
H: 2.446 1.426 0.720  0.250
H: 1.793 2.281 -0.829  -0.019
H: 3.995 3.169 0.848  0.359
H: 2.640 4.076 1.830  0.296
H: 3.175 6.667 1.285  0.348
H: 3.283 8.659 -0.724  0.291
H: 3.244 8.034 -3.525  0.306
H: 3.113 5.307 -4.336  0.308
H: 2.972 3.351 -2.354  0.333
H: 0.371 4.065 -1.377  0.168
H: -1.278 4.846 -1.359  0.369
H: 0.421 6.519 -0.448  0.313
H: -0.379 6.910 2.097  0.371
C: -2.906 1.019 -4.812  0.702
O: -3.368 0.162 -4.075  -0.687
N: -2.402 0.739 -6.027  -0.237
N: -2.861 2.321 -4.474  -0.332
H: -2.017 1.431 -6.648  0.115
H: -2.417 -0.229 -6.320  0.056
H: -3.230 2.574 -3.568  0.336
H: -2.484 3.041 -5.067  0.159
C: -2.003 -1.422 -9.379  0.666
O: -2.376 -0.325 -8.994  -0.626
N: -2.071 -1.803 -10.668  -0.420
N: -1.489 -2.348 -8.549  -0.325
H: -1.769 -2.701 -11.004  0.159
H: -2.451 -1.135 -11.326  0.224
H: -1.420 -2.102 -7.571  0.175
H: -1.177 -3.257 -8.848  0.176
C: -0.475 -1.826 1.042  0.909
O: -0.848 -0.729 1.427  -0.789
N: -0.543 -2.206 -0.247  -0.398
N: 0.038 -2.752 1.872  -0.293
H: -0.241 -3.105 -0.583  0.156
H: -0.923 -1.538 -0.904  0.203
H: 0.107 -2.506 2.850  0.047
H: 0.351 -3.661 1.573  0.139
C: 1.075 -1.684 5.893  0.683
O: 1.247 -2.041 4.738  -0.673
N: 2.084 -1.288 6.690  -0.408
N: -0.139 -1.653 6.471  -0.349
H: 1.961 -0.991 7.643  0.146
H: 3.014 -1.297 6.293  0.215
H: -0.926 -1.943 5.905  0.193
H: -0.301 -1.362 7.420  0.175
C: -2.905 -4.524 4.585  0.753
O: -2.019 -5.330 4.346  -0.676
N: -4.075 -4.876 5.148  -0.333
N: -2.789 -3.213 4.309  -0.267
H: -4.816 -4.226 5.353  0.141
H: -4.203 -5.854 5.372  0.228
H: -1.923 -2.907 3.884  0.002
H: -3.507 -2.534 4.499  0.160
C: 2.622 -0.733 -2.934  0.683
O: 3.496 -1.067 -2.150  -0.659
N: 2.875 -0.430 -4.220  -0.428
N: 1.327 -0.638 -2.582  -0.225
H: 2.169 -0.153 -4.881  0.150
H: 3.838 -0.490 -4.526  0.227
H: 1.093 -0.857 -1.623  0.146
H: 0.593 -0.364 -3.214  0.095
C: 5.504 -0.596 3.875  0.745
O: 5.131 0.501 4.261  -0.663
N: 5.436 -0.977 2.587  -0.365
N: 6.017 -1.522 4.705  -0.407
H: 5.738 -1.875 2.251  0.151
H: 5.056 -0.309 1.929  0.166
H: 6.086 -1.276 5.684  0.226
H: 6.330 -2.431 4.407  0.164
C: -4.757 -8.487 3.934  0.700
O: -5.130 -7.391 4.320  -0.701
N: -4.826 -8.868 2.646  -0.399
N: -4.244 -9.414 4.764  -0.390
H: -4.523 -9.767 2.310  0.165
H: -5.206 -8.200 1.988  0.220
H: -4.175 -9.168 5.743  0.209
H: -3.931 -10.322 4.466  0.164


(7)
Computed, not measured: C3H6O3Pm as an isolated structure, with wB97M-V/def2-TZVPD.

Computed properties:
⟨S²⟩: 6.01
energy relative to the best compared isomer or geometry (same formula, charge and spin): 0.0 kJ/mol
maximum force: 3.82 eV/Å
DFT total energy: -951.72732 hartree
lowest unoccupied orbital energy (spin up / spin down): -5.07 / -5.03 eV
HOMO level (spin up / spin down): -0.472 / -0.473 Eh
HOMO-LUMO gap (spin up / spin down): 7.76 / 7.84 eV
total charge: +1
spin multiplicity: 5

Last column: Mulliken charge in e.
Geometry (Å):
O: 3.015 0.184 -0.490  -0.500
C: 3.623 0.190 0.568  0.048
H: 4.689 0.471 0.598  0.279
H: 3.194 -0.269 1.477  0.238
O: -1.124 -0.883 -1.549  -0.734
C: -1.957 -0.818 -0.425  -0.318
C: -1.914 0.576 0.237  -0.297
O: -0.599 1.043 0.377  -0.719
Pm: 0.671 0.334 -1.268  1.915
H: -1.645 -1.567 0.338  0.217
H: -3.012 -1.051 -0.684  0.326
H: -2.433 0.517 1.217  0.317
H: -2.507 1.274 -0.396  0.229